Density functional theory data (ωB97M-V/def2-TZVPD) for 6 unconnected molecules or ions with the total composition C44H87BrIN5O11P.

Atoms and positions in Å:
H (2.2453, 6.4229, 10.8771)
H (-3.8556, -4.0038, 2.4453)
H (4.3814, -2.9353, -4.9489)
H (2.1764, 5.1854, 12.1466)
C (-2.5541, 0.8975, 3.7718)
C (3.0215, -4.7760, -4.1520)
H (4.1555, 4.5006, 10.9189)
H (0.6040, 5.2527, 9.5436)
H (1.5120, 2.1993, -2.5923)
H (0.2217, 2.4797, 8.1992)
H (-2.6089, 5.7936, -3.1254)
O (3.5854, 3.3151, -5.3914)
O (-1.7588, 4.3484, -4.3102)
C (-2.9868, 0.1854, 5.1758)
H (2.6531, -8.6201, -7.2137)
C (-2.1113, -1.1192, 5.6218)
C (5.1737, -0.6658, -2.8351)
H (-1.9845, -9.2607, 1.2513)
H (5.7297, 0.6775, -1.0059)
H (-0.2487, 4.3625, 3.8139)
H (0.7459, 2.0963, 4.1193)
H (-3.5367, 3.0017, 3.2199)
N (-1.6471, 1.0593, 1.5052)
H (-0.0283, 1.4549, -0.7176)
C (3.0254, 4.5575, -4.9442)
C (0.5884, -6.3833, -6.3840)
H (3.3288, -5.3265, -5.1446)
H (2.7220, 5.6356, -6.7794)
H (-3.5836, -9.4880, 0.5180)
C (-3.8566, 1.9187, 3.5257)
C (-3.9183, 5.2132, -4.7496)
H (-3.9235, 5.3673, -5.8352)
C (-2.3768, 0.0315, 2.3966)
H (1.3196, 5.6985, -5.6950)
H (-2.6094, -9.8960, -1.6568)
N (-1.6594, 5.7106, 2.5816)
C (-0.3483, 1.7880, 7.4121)
Br (-2.0859, 3.7230, 6.0176)
H (0.6191, -6.4785, -5.2931)
C (2.1437, 5.3507, 11.0631)
O (-0.9682, -8.7040, -1.3397)
H (1.5490, 1.6876, 0.4471)
H (5.1476, 2.5157, -2.6700)
H (3.8299, 5.2583, -4.7030)
H (-0.4350, -7.2702, 0.0296)
H (-1.4489, 1.6695, 7.7956)
C (3.2005, 4.5156, 10.3876)
C (4.7893, 0.4812, -1.7061)
H (-2.3871, 2.3919, -4.0150)
H (2.3677, -5.5112, -3.4964)
H (3.8160, -2.3424, -1.8207)
C (-0.2379, 1.6758, 4.6488)
H (-4.8420, -0.7143, -0.9976)
H (-0.5906, -1.0247, 1.4131)
C (-0.4095, 2.6336, 6.0092)
O (-2.2883, 5.7874, 1.5385)
C (0.4733, -8.5958, -7.1623)
C (-2.6423, 1.3475, 0.4062)
H (-0.6177, -1.3225, 3.2736)
C (-1.2423, -7.4566, -0.6870)
H (-4.3417, 3.6074, -3.3960)
C (-2.5732, -7.6125, 0.0156)
H (-3.3911, -7.3844, -0.6782)
O (1.8887, -6.7175, -6.8888)
H (-4.7136, 5.8230, -4.3135)
C (4.0383, -1.8926, -2.8899)
H (-0.9029, 3.8450, -0.3439)
H (1.3153, 3.8953, -7.7185)
H (-0.9762, -1.3192, 5.4235)
H (6.2356, -1.1299, -2.5973)
C (0.8018, 2.1745, -0.3150)
C (-1.8945, -9.6856, -0.8543)
H (-4.7678, 3.2223, -5.0743)
H (-2.0642, 6.3608, -4.7198)
C (1.6592, 3.7775, -6.6878)
H (5.8516, -3.0048, -3.7326)
P (-2.6591, -0.0179, -0.9844)
H (-3.7715, 1.3718, 0.7938)
H (1.4076, 3.9124, -1.8049)
H (-2.9587, -3.4178, 3.9960)
C (-1.3348, -1.2310, 2.3236)
H (3.5675, 2.5036, -0.1652)
H (2.6346, 1.8365, -6.4961)
C (-2.5510, 5.5379, -4.1891)
N (-2.7946, -2.1339, 6.3043)
H (-2.4834, 2.3560, -0.1649)
H (-2.4412, 2.9886, -5.6887)
H (3.0035, -1.5059, -3.3300)
H (-3.3881, -0.4132, 1.9939)
H (-4.1160, -0.1657, 5.0540)
H (0.0968, -9.2957, -7.9125)
C (-1.0396, 2.2213, 2.2555)
H (-2.4695, -2.6083, 0.8658)
C (1.8126, -7.9969, -7.5326)
C (4.1901, 1.8738, -2.3612)
H (0.8058, 4.3853, 0.2361)
H (0.0216, 4.8612, 11.1769)
H (0.8378, 3.3535, -6.0980)
H (-4.6314, 1.4135, 2.7965)
C (2.5382, 3.1565, 10.3247)
H (1.8896, -7.8326, -8.6126)
C (-2.0498, -2.6840, 1.9731)
H (3.5856, 1.6852, -3.3508)
H (-0.0012, 0.5605, 4.9127)
H (0.5045, 3.3994, 6.0418)
N (-0.3215, 3.3294, 1.7923)
H (0.3498, -5.3466, -6.6372)
H (2.8787, 2.5633, 9.4711)
C (2.8850, 2.8982, -6.5716)
O (-0.3538, 5.7220, 2.1683)
O (4.2356, -4.4644, -3.3640)
C (-0.3849, -7.3689, -6.9927)
C (-3.3226, -3.0564, 2.9367)
H (-1.3597, -10.6086, -0.6125)
H (-4.3892, 2.0266, 4.5888)
C (-2.6259, 3.2553, -4.6427)
H (3.9393, 0.0273, -1.0402)
H (-1.2485, -6.6484, -1.4236)
C (-4.0441, 3.7433, -4.4424)
O (-3.9861, -1.1621, -0.6931)
I (-0.5439, -4.3133, 1.9532)
C (0.1824, 4.4457, 2.7280)
O (-1.1458, -0.8666, -1.1321)
H (-1.2692, -7.5334, -6.3718)
C (1.7057, 2.7913, -1.5767)
H (0.5532, -9.1274, -6.2067)
H (3.5565, 3.0392, -7.4257)
H (5.1399, -0.1701, -3.9052)
H (-2.9947, 0.9268, 6.1107)
H (0.2627, 0.7926, 7.3440)
C (0.0091, 3.5006, 0.3263)
C (4.6682, -3.1284, -3.8156)
H (-1.2678, -1.5486, -1.8639)
C (3.3236, 2.7889, -1.2764)
H (-2.6732, -6.9622, 0.8884)
O (-3.0127, 0.7360, -2.3480)
C (0.8685, 4.7709, 10.4912)
H (2.7170, 2.5844, 11.2413)
H (2.4078, -3.8005, -4.3663)
H (-0.7164, -7.0093, -7.9741)
C (2.1311, 5.0615, -6.0559)
H (2.4521, 4.3569, -4.0329)
H (3.3782, 4.8919, 9.3732)
N (-1.4100, 1.8835, 3.7156)
O (1.1263, 3.3861, 10.2206)
C (-2.5829, -9.0817, 0.3503)
H (3.7297, 3.9004, -1.4201)
H (-3.7921, -1.8655, 6.4531)
H (1.3740, 4.4838, 2.7663)
H (-4.1345, -2.2138, 2.9834)

As for the charge: +1. As for the spin multiplicity: 1. The calculated total energy is -164420.364 eV.

***

Density functional theory data (ωB97M-V/def2-TZVPD) for a molecular structure, C24H16N2O5PRhS4Te.

Atoms and positions in Å:
C (2.6828, -0.7156, -2.3703)
C (-2.7760, -2.4986, 1.7288)
N (-0.2759, 1.9807, -0.8154)
C (-0.2176, 3.0654, -1.2445)
P (2.0402, -1.8974, -1.1425)
C (3.0577, -2.5207, 1.3612)
C (2.0215, 0.4646, -2.6466)
H (4.0262, 0.2052, -0.3919)
C (3.9872, -0.5266, 0.4041)
C (-5.1210, 3.1038, 0.4959)
C (-1.9811, 1.6847, 2.1223)
C (4.7960, -0.3702, 1.5227)
S (0.1529, -1.5458, -0.4603)
O (-1.9060, 2.2257, 3.2074)
O (-1.2459, 0.7294, 1.6815)
C (3.7359, 1.0791, -4.2090)
H (5.3270, -0.3446, -4.4546)
H (1.0987, 0.6854, -2.1431)
C (3.8742, -1.0119, -3.0324)
H (2.3743, -3.3569, 1.2889)
C (3.8571, -2.3601, 2.4767)
C (4.4002, -0.1135, -3.9432)
H (-4.2610, 3.2773, 2.4848)
C (-3.0668, 2.1186, 1.1535)
H (-5.6507, 2.7139, -1.5844)
H (3.7943, -3.0715, 3.2897)
Rh (-1.4556, 0.2989, -0.3552)
H (-1.2734, -1.2037, 2.5447)
H (-6.7903, 3.8920, 0.0394)
S (-0.0668, 4.5794, -1.8428)
C (-1.8623, -2.1000, 2.6620)
H (-1.1122, -2.8267, 4.6139)
C (-4.9432, 2.5748, -0.7780)
O (-4.1823, 1.3820, -3.3001)
C (-3.4883, 1.1364, -2.3305)
C (2.5443, 1.3663, -3.5659)
H (-2.7868, -4.8371, 4.3896)
N (-2.9222, 1.6309, -0.0645)
C (3.1204, -1.6073, 0.3110)
O (-6.2232, 3.8393, 0.8180)
Te (-3.2628, -1.5862, -0.1015)
H (2.0108, 2.2847, -3.7672)
O (-2.5022, 0.3235, -2.2611)
S (-3.5360, -3.9605, 2.2272)
H (5.4681, 0.4765, 1.5833)
H (4.3692, -1.9544, -2.8328)
C (-3.8091, 1.8291, -1.0173)
C (4.7370, -1.2865, 2.5576)
C (-2.6371, -4.0319, 3.6909)
C (-4.1670, 2.8817, 1.4854)
H (4.1499, 1.7811, -4.9223)
C (-1.7842, -2.9777, 3.7814)
H (5.3678, -1.1642, 3.4283)
S (2.3138, -3.7408, -1.7726)

As for the charge: -2. As for the spin multiplicity: 1. The relative energy (zero: lowest compared OMol25 entry of this formula, charge and spin) is 0.0 kJ/mol. The calculated total energy is -101302.767 eV.

***

Density functional theory data (ωB97M-V/def2-TZVPD) for 3 unconnected molecules or ions with the total composition C4H12NS2.

Atoms and positions in Å:
C (-2.5106, -1.3908, -0.3942)
H (3.1492, 1.9966, -0.6770)
H (-2.6422, -1.0407, -1.3757)
N (3.4671, 1.5274, 0.0763)
H (0.3195, -0.3475, -1.8842)
H (0.4801, 1.9142, 0.5781)
H (2.4595, 0.2994, 0.0284)
S (-0.1962, 1.4497, -0.6330)
H (1.4134, -0.6864, 1.0567)
H (-1.4442, -1.6650, -0.0505)
H (-3.0689, -1.1891, 1.6790)
S (-4.8903, -0.3951, 0.0156)
H (-5.3987, -0.3794, 1.2722)
C (1.6488, -0.5605, -0.0161)
C (0.5928, -0.0186, -0.8484)
C (-3.3279, -1.0710, 0.6178)
H (2.1733, -1.4411, -0.3748)
H (4.3912, 1.3229, -0.1351)
H (3.3841, 1.6752, 1.0649)

As for the charge: +1. As for the spin multiplicity: 1. The relative energy (zero: lowest compared OMol25 entry of this formula, charge and spin) is 391.2 kJ/mol. The calculated total energy is -27492.929 eV.

***

Density functional theory data (ωB97M-V/def2-TZVPD) for a single C4H10N2O molecule.

Atoms and positions in Å:
H (2.4000, -0.5303, -1.1273)
H (1.6686, 2.0796, -1.7878)
C (1.3140, -0.6164, -1.2234)
N (0.7025, 0.5944, -0.6877)
H (-1.8544, -1.5189, 2.3347)
H (0.2595, 1.3708, -2.6446)
H (-1.2635, -0.1432, -0.9129)
C (-0.5858, -0.4865, 1.1143)
H (-1.0830, 1.2706, 0.1092)
H (1.0832, -0.7672, -2.2795)
C (-0.6053, 0.3295, -0.1683)
H (0.0339, 2.4664, -1.2774)
N (-1.8051, -0.9215, 1.5300)
O (0.4345, -0.7151, 1.7278)
H (1.0513, -1.4633, -0.6025)
H (-2.6063, -0.8307, 0.9311)
C (0.6630, 1.6685, -1.6716)

As for the charge: 0. As for the spin multiplicity: 1. The relative energy (zero: lowest compared OMol25 entry of this formula, charge and spin) is 111.5 kJ/mol. The calculated total energy is -9337.832 eV.

***

Quick rundown of max |F|, same order as above: 6.27 1.38 4.49 1.06 eV/A
Quick rundown of LUMO energy, same order as above: -3.68 3.92 -5.67 0.87 eV